(a)
The following is a quantum chemistry calculation of a 2-piece molecular cluster, C3H4ClNS overall, from the Open Molecules 2025 dataset.

Element x y z (Å)
Cl: 1.449 -1.776 -1.564
S: -0.849 -0.054 0.799
N: -2.805 1.758 -1.584
C: -0.711 0.653 -0.739
C: 0.840 -0.467 1.279
C: -1.828 1.305 -1.183
H: 0.224 0.557 -1.250
H: 0.874 -1.337 1.946
H: 1.284 0.285 1.829
H: 1.520 -0.923 0.467

The gap between HOMO and LUMO (spin up / spin down) is 0.1977 / 0.1663 Ha. As for the LUMO energy (spin up / spin down): -3.5 / -3.9 eV.

***

(b)
The following is a quantum chemistry calculation of the molecule C3H4ClNS, from the Open Molecules 2025 dataset.

Element x y z (Å)
Cl: 1.323 1.292 -0.690
S: -1.795 -0.490 -0.726
N: 0.206 -1.886 0.472
C: -0.331 -0.726 -0.005
C: 0.386 0.706 1.840
C: 0.454 0.381 0.566
H: 1.194 -1.965 0.739
H: -0.138 0.035 2.502
H: 0.911 1.601 2.251
H: -0.245 -2.748 0.131

The gap between HOMO and LUMO is 0.3266 Ha. The SMILES is C=C(Cl)C(N)=S. As for the LUMO energy: 0.2 eV.

***

(c)
The following is a quantum chemistry calculation of the molecule C3H4ClNS, from the Open Molecules 2025 dataset.

Element x y z (Å)
Cl: -1.634 1.612 -2.423
S: 2.212 0.387 0.611
N: 0.217 -1.242 1.380
C: 0.639 -0.257 0.529
C: -0.342 1.079 -1.355
C: -0.380 0.125 -0.489
H: 0.819 -1.475 2.134
H: 0.522 1.675 -1.571
H: -0.770 -1.435 1.586
H: -1.283 -0.470 -0.401

The gap between HOMO and LUMO is 0.3067 Ha. The SMILES is NC(=S)/C=C/Cl. As for the LUMO energy: -0.3 eV.

***

Each structure's energy above the most stable one, in kJ/mol: (a) 275.2; (b) 18.3; (c) 0.0.

***

(a)
The following is a quantum chemistry calculation of a 2-piece molecular cluster, CH5NO2Si overall, from the Open Molecules 2025 dataset.

Element x y z (Å)
Si: -0.034 -0.680 -0.219
O: -1.731 0.987 1.211
O: -2.534 -0.523 -0.054
N: -1.599 0.179 0.345
C: 1.313 0.648 -0.344
H: 2.314 0.244 -0.265
H: 1.353 1.033 -1.417
H: 0.462 -1.890 1.540
H: -0.731 -1.422 -1.149
H: 1.186 1.424 0.352

The gap between HOMO and LUMO is 0.3595 Ha. As for the LUMO energy: -0.5 eV.

***

(b)
The following is a quantum chemistry calculation of a 2-piece molecular cluster, CH5NO2Si overall, from the Open Molecules 2025 dataset.

Element x y z (Å)
Si: -0.861 -1.571 -0.627
O: -2.705 0.102 -1.276
O: -1.423 -0.614 -2.925
N: -1.809 -0.586 -1.753
C: 0.419 1.268 0.118
H: 1.184 1.388 -0.551
H: -0.489 1.126 -0.310
H: -1.466 -1.573 0.722
H: -0.277 -2.783 -1.411
H: 0.624 0.772 1.047

The gap between HOMO and LUMO (spin up / spin down) is 0.2908 / 0.2977 Ha. As for the LUMO energy (spin up / spin down): -1.6 / -0.5 eV.

***

Each structure's energy above the most stable one, in kJ/mol: (a) 0.0; (b) 175.0.

***

(a)
The following is a quantum chemistry calculation of a 11-piece molecular cluster, C41H80Cl4O20S10 overall, from the Open Molecules 2025 dataset.

Element x y z (Å)
Cl: 2.492 5.050 3.214
Cl: 2.509 3.162 0.848
Cl: 1.121 2.472 3.285
Cl: 0.044 4.561 1.596
S: -0.402 -0.328 -1.443
S: 5.857 -0.950 1.708
S: -3.926 4.665 -1.462
S: 0.589 -3.904 -4.503
S: 1.722 -3.377 1.055
S: -5.578 -3.910 2.053
S: -0.126 4.233 -3.664
S: 1.028 -0.452 6.003
S: -4.630 1.958 3.260
S: 3.651 0.346 -2.181
O: 1.812 -3.138 -4.473
O: 3.611 1.793 -2.307
O: 3.043 -0.232 -0.985
O: 5.417 -1.914 0.702
O: 0.560 0.931 6.052
O: -0.530 5.075 -4.763
O: -4.893 5.341 -0.616
O: 0.518 -5.150 -3.809
O: -5.871 1.853 4.027
O: -4.067 0.707 2.783
O: 2.376 -0.788 6.493
O: -0.791 -1.748 -1.307
O: -5.965 -4.598 0.825
O: 1.858 -2.122 1.780
O: -6.548 -3.408 2.956
O: -2.570 4.505 -0.976
O: -0.998 3.129 -3.318
O: 0.507 -0.018 -2.569
O: 0.519 -4.154 1.383
O: 7.259 -0.587 1.708
C: 3.143 -3.687 -1.145
C: -4.341 2.917 -3.435
C: 5.403 -1.238 -3.395
C: 0.224 0.271 0.200
C: -0.160 -1.459 7.007
C: -0.379 -2.698 6.104
C: -3.303 4.198 3.704
C: 1.585 3.800 2.251
C: 4.675 -0.380 3.986
C: -0.844 -2.880 -3.962
C: -0.035 -4.259 -6.180
C: -3.342 2.751 4.195
C: -4.532 -5.133 2.932
C: -3.152 -4.388 3.094
C: -3.730 5.324 -3.133
C: -0.366 -2.264 4.603
C: 5.344 -0.273 -2.187
C: -4.483 4.316 -4.033
C: 3.238 -4.434 1.217
C: 0.239 5.330 -2.195
C: -1.912 -3.309 -4.914
C: -1.822 0.654 -1.521
C: 2.446 4.540 -3.071
C: 3.122 -0.376 -3.809
C: -4.313 -2.634 1.754
C: 3.435 -4.886 -0.180
C: 5.432 -1.519 3.322
C: -2.961 -3.364 1.894
C: 4.846 0.951 3.112
C: 4.830 0.606 1.630
C: 4.557 -0.672 -4.470
C: -1.115 0.482 0.906
C: 1.782 -3.124 -0.747
C: 0.766 -1.297 4.410
C: -3.599 4.213 2.179
C: -4.599 3.058 -1.903
C: -2.155 1.107 -0.085
C: 1.672 5.761 -2.583
C: 1.561 3.725 -4.054
C: -4.766 3.186 1.969
C: -1.258 -3.413 -6.296
H: -1.543 1.455 -2.192
H: -2.334 -4.267 -4.541
H: 2.485 0.333 -4.313
H: 3.832 0.270 1.294
H: -2.816 -2.701 -4.852
H: -0.201 -5.342 -6.328
H: -2.830 -3.939 0.972
H: -1.948 -3.726 -7.071
H: 0.151 4.786 -1.248
H: 0.177 -1.552 8.039
H: 0.830 -0.557 0.604
H: 1.560 6.449 -3.404
H: 5.002 0.248 -4.846
H: -0.485 6.169 -2.183
H: 6.397 -1.422 -3.779
H: 0.977 -3.734 -1.152
H: 4.013 -3.764 1.586
H: -0.634 -1.821 -3.987
H: -2.695 3.794 1.686
H: -3.268 -3.797 4.002
H: 4.449 -1.445 -5.246
H: -4.545 -6.122 2.470
H: -5.534 4.657 -4.024
H: 0.865 1.118 0.030
H: 1.643 2.709 -3.722
H: 5.122 -0.118 4.930
H: 3.141 -3.985 -2.186
H: 6.014 0.572 -2.234
H: 2.944 -5.160 1.966
H: -2.587 0.036 -1.988
H: 5.252 1.312 0.905
H: -3.009 0.540 0.229
H: -2.168 -2.618 1.963
H: 1.645 -2.079 -1.047
H: 4.808 -2.400 3.275
H: -5.002 2.177 -3.874
H: -1.035 -3.172 -2.925
H: 3.917 -2.956 -0.953
H: -2.464 2.124 4.164
H: 4.440 -5.255 -0.362
H: 3.631 -0.612 4.055
H: -3.761 5.193 1.747
H: -0.940 -2.429 -6.593
H: -1.045 -0.813 6.984
H: -3.308 2.601 -3.620
H: 0.711 -3.817 -6.879
H: 5.853 1.306 3.314
H: 2.579 3.834 -2.263
H: -3.723 2.703 5.204
H: -4.485 -2.377 0.702
H: -2.672 5.460 -3.351
H: 2.616 -5.602 -0.299
H: 3.447 4.797 -3.445
H: 1.749 -1.715 4.138
H: -3.986 4.768 4.336
H: 0.375 -3.475 6.290
H: -1.499 -0.484 1.209
H: -4.090 4.358 -5.047
H: -1.070 1.064 1.839
H: 2.629 -1.318 -3.592
H: 1.703 3.841 -5.120
H: -4.953 -5.187 3.925
H: -4.636 2.678 1.011
H: 0.556 -0.491 3.689
H: -4.016 2.371 -1.268
H: -1.307 -3.202 6.317
H: 4.947 -2.136 -3.034
H: -5.781 3.611 1.990
H: -0.369 -3.165 4.020
H: -1.287 -1.755 4.409
H: 6.360 -1.735 3.819
H: -4.248 6.280 -3.151
H: -2.322 -5.009 3.379
H: 2.201 6.180 -1.738
H: -5.633 3.097 -1.592
H: 5.405 -0.795 -1.224
H: -2.225 2.170 -0.103
H: -4.486 -1.764 2.378
H: -2.306 4.600 3.926
H: 4.090 1.648 3.452

The gap between HOMO and LUMO is 0.3549 Ha. The SMILES is ClC(Cl)(Cl)Cl.O=S1(=O)CCCC1.O=S1(=O)CCCC1.O=S1(=O)CCCC1.O=S1(=O)CCCC1.O=S1(=O)CCCC1.O=S1(=O)CCCC1.O=S1(=O)CCCC1.O=S1(=O)CCCC1.O=S1(=O)CCCC1.O=S1(=O)CCCC1. As for the LUMO energy: -0.2 eV.

***

(b)
The following is a quantum chemistry calculation of a 11-piece molecular cluster, C41H80Cl4O20S10 overall, from the Open Molecules 2025 dataset.

Element x y z (Å)
Cl: -1.244 -2.150 3.038
Cl: -0.037 -3.595 5.285
Cl: 1.090 -1.128 4.333
Cl: 1.325 -3.406 2.705
S: -4.087 2.251 4.598
S: 2.677 2.423 4.379
S: -1.407 4.104 0.929
S: -3.920 2.226 -4.085
S: 5.617 -0.469 0.765
S: -1.195 -5.025 -1.514
S: -3.701 -0.464 0.565
S: 4.664 3.559 -3.296
S: -0.168 -0.039 -1.286
S: 3.570 -5.741 -1.507
O: -0.359 5.071 0.796
O: -0.004 1.308 -1.739
O: -0.977 -6.405 -1.843
O: -3.630 -1.732 1.279
O: -3.853 3.620 -3.707
O: -4.934 2.157 5.767
O: -0.610 -4.043 -2.321
O: 1.988 2.727 5.580
O: 4.448 3.750 -4.716
O: -1.385 -0.732 -1.633
O: -1.224 2.946 1.729
O: 6.956 0.083 0.799
O: 5.997 3.209 -2.843
O: 4.944 -6.127 -1.334
O: -4.589 2.926 3.439
O: -4.754 1.350 -3.316
O: 2.903 -5.293 -0.312
O: 3.260 1.131 4.165
O: -2.592 0.448 0.746
O: 4.530 0.281 0.102
C: -3.338 -5.479 -0.064
C: -2.091 3.557 -0.648
C: 1.559 -0.593 0.579
C: -2.341 0.486 5.445
C: -2.307 -4.734 0.925
C: 0.080 -0.222 0.500
C: -2.877 4.952 1.502
C: -2.940 -4.831 -1.419
C: 3.848 3.628 3.930
C: 2.820 -6.673 -3.816
C: -5.863 -0.848 -0.922
C: 4.102 4.928 -2.353
C: 3.562 4.098 2.493
C: -6.214 0.303 0.059
C: 2.616 3.039 1.866
C: -0.882 -4.789 0.286
C: -3.369 0.629 4.349
C: -3.588 3.783 -0.498
C: 3.343 4.357 -1.196
C: 1.605 2.657 2.976
C: 2.455 3.191 -1.811
C: 5.078 -0.753 2.440
C: -1.931 1.407 -5.571
C: 3.358 2.336 -2.697
C: 1.091 -1.116 -1.787
C: -3.232 1.027 -6.300
C: -3.772 5.082 0.256
C: -5.187 0.312 1.178
C: 1.754 -1.661 -0.487
C: 0.268 -2.617 3.848
C: 2.695 -7.075 -2.386
C: 3.536 -4.580 -2.867
C: -1.535 1.795 5.312
C: -4.316 -0.773 -1.071
C: 5.693 -2.206 0.254
C: -4.250 2.038 -5.804
C: 5.107 -3.069 1.431
C: -2.568 2.942 5.071
C: 2.590 -5.159 -3.951
C: 5.335 -2.216 2.731
C: -2.291 1.546 -4.136
H: -2.816 0.629 3.385
H: -3.944 -1.726 -1.445
H: -4.771 5.307 0.608
H: 5.599 -0.076 3.095
H: -5.493 -0.389 1.985
H: 2.707 5.126 -0.719
H: 5.596 -4.035 1.484
H: 4.031 -3.242 1.238
H: 6.741 -2.374 0.223
H: -2.866 0.490 6.352
H: -5.312 1.777 -5.837
H: -6.199 1.228 -0.500
H: -3.436 5.888 -0.363
H: -2.622 5.911 1.892
H: 2.202 0.226 0.212
H: -1.552 2.082 -3.530
H: -1.548 2.307 -6.032
H: 5.255 -2.412 -0.742
H: -4.080 3.850 -1.480
H: 4.490 4.121 1.893
H: -7.160 0.107 0.552
H: 2.012 3.488 1.065
H: -3.997 2.986 -6.314
H: 2.882 1.900 -3.584
H: 1.668 -7.055 -2.092
H: -0.853 1.707 4.472
H: 1.998 2.535 -1.056
H: -4.338 -5.099 0.236
H: -2.500 0.616 -3.687
H: 3.473 5.540 -3.017
H: -0.947 2.067 6.176
H: 4.061 3.947 -0.477
H: 4.552 -4.611 -3.246
H: -3.180 1.143 -7.369
H: -6.160 -1.780 -0.425
H: 3.196 -7.994 -2.127
H: -3.899 0.066 -1.689
H: 1.588 -4.869 -3.737
H: 3.982 -0.620 2.487
H: -3.504 0.012 -6.093
H: 4.808 3.169 4.160
H: -3.385 -5.325 -2.272
H: -1.723 -0.396 5.336
H: 4.608 -2.501 3.481
H: 1.826 -0.529 -2.350
H: 2.971 -4.753 -4.872
H: 3.100 5.114 2.412
H: -1.697 4.148 -1.439
H: 0.670 -1.897 -2.372
H: 3.285 -3.583 -2.495
H: -2.801 3.451 6.011
H: -2.224 -5.078 1.958
H: 3.829 -6.983 -4.192
H: 3.904 1.603 -2.083
H: 2.077 -7.250 -4.364
H: -6.439 -0.717 -1.847
H: -0.095 0.755 0.912
H: -1.137 0.674 -5.722
H: -1.831 2.480 -0.651
H: -2.207 3.681 4.344
H: -2.651 -3.727 0.876
H: 1.008 1.764 2.883
H: -3.941 2.930 0.093
H: -0.654 -0.896 0.889
H: 6.316 -2.424 3.184
H: 2.846 -1.706 -0.658
H: 1.601 3.589 -2.349
H: -3.263 -6.586 -0.072
H: 4.974 5.518 -2.135
H: 3.060 2.136 1.499
H: 3.707 4.423 4.628
H: -3.041 -3.778 -1.389
H: 1.306 -2.588 -0.229
H: 1.006 3.544 3.136
H: -4.990 1.316 1.546
H: -0.315 -3.879 0.461
H: -0.409 -5.749 0.557
H: 1.814 -0.878 1.589
H: -4.199 -0.101 4.333
H: -3.468 4.334 2.213

The gap between HOMO and LUMO is 0.3691 Ha. The SMILES is ClC(Cl)(Cl)Cl.O=S1(=O)CCCC1.O=S1(=O)CCCC1.O=S1(=O)CCCC1.O=S1(=O)CCCC1.O=S1(=O)CCCC1.O=S1(=O)CCCC1.O=S1(=O)CCCC1.O=S1(=O)CCCC1.O=S1(=O)CCCC1.O=S1(=O)CCCC1. As for the LUMO energy: 0.1 eV.

***

Each structure's energy above the most stable one, in kJ/mol: (a) 53.7; (b) 0.0.